82
Properties=species:S:1:pos:R:3:forces:R:3:nbo_charge:R:1 method="wB97M-V/def2-TZVPD" gap_ev=8.550 charge=+2 e_homo_ev=-13.735 lumo_ev=-5.19 largest_force_ha_per_bohr=0.010
In -0.1662 0.4494 0.1127 0.02 -0.03 -0.07 1.136
N -2.2349 -0.2208 0.9294 0.22 -0.21 0.13 -0.874
C -2.3127 -1.5564 1.5522 0.09 0.14 -0.12 -0.240
C -1.0480 -1.8025 2.3496 0.06 -0.04 -0.09 -0.235
N 0.1332 -1.6531 1.4810 -0.13 0.00 0.06 -0.650
C 0.4527 -2.8151 0.6270 -0.07 0.15 0.06 -0.245
C 0.2555 -2.4612 -0.8335 0.15 0.07 0.05 -0.234
N 1.0543 -1.2453 -1.1174 -0.27 0.04 0.15 -0.838
H -2.9418 -0.1041 0.2127 -0.09 -0.03 -0.10 0.413
H -2.4510 0.5374 1.5825 -0.16 0.12 0.01 0.451
H -3.1758 -1.6499 2.2058 -0.13 0.03 0.03 0.234
H -2.4115 -2.3069 0.7660 -0.03 0.01 -0.02 0.201
H -0.9698 -1.0680 3.1545 0.03 0.02 0.00 0.218
H -1.0941 -2.7912 2.8098 0.07 -0.02 0.04 0.224
H 0.9283 -1.4301 2.0650 0.11 -0.03 0.09 0.408
H 1.4938 -3.0949 0.7866 0.06 -0.07 0.04 0.219
H -0.1573 -3.6809 0.8847 -0.04 -0.01 0.07 0.229
H 0.5273 -3.3066 -1.4614 0.09 -0.02 -0.11 0.232
H -0.7927 -2.2243 -1.0245 -0.08 0.01 -0.09 0.197
H 2.0267 -1.4163 -0.8787 0.10 0.05 0.02 0.404
H 1.0312 -1.0179 -2.1042 0.01 0.06 -0.14 0.409
C 3.7044 -0.2596 6.0962 0.01 -0.01 0.06 -0.181
C 2.5330 0.4791 6.1913 -0.08 0.00 -0.06 -0.194
C 1.9061 0.9544 5.0428 0.19 -0.19 -0.09 -0.250
C 2.4612 0.6831 3.7912 0.09 -0.07 -0.04 -0.296
C 3.6351 -0.0727 3.6998 -0.21 0.02 0.07 -0.273
C 4.2522 -0.5418 4.8518 -0.01 -0.04 -0.06 -0.185
Sb 1.7329 1.5768 1.9937 0.07 0.07 0.45 1.260
C 0.7227 3.2431 2.8153 0.07 0.11 -0.13 -0.403
C -0.4869 3.0027 3.4653 0.06 0.13 -0.01 -0.237
C -1.1703 4.0460 4.0752 -0.01 0.00 0.01 -0.198
C -0.6456 5.3324 4.0369 -0.03 0.00 0.00 -0.172
C 0.5518 5.5789 3.3781 0.00 0.00 -0.02 -0.218
C 1.2357 4.5388 2.7589 -0.11 -0.11 -0.01 -0.171
C 3.5815 2.2222 1.2308 -0.13 -0.02 0.04 -0.281
C 4.3394 3.1368 1.9601 0.14 -0.15 -0.11 -0.246
C 5.6169 3.4625 1.5228 -0.02 0.01 0.01 -0.190
C 6.1366 2.8655 0.3801 0.00 0.02 -0.01 -0.179
C 5.3828 1.9445 -0.3354 -0.03 -0.01 0.00 -0.189
C 4.0987 1.6230 0.0869 0.09 0.20 0.03 -0.257
H 4.1970 -0.6117 6.9959 -0.06 0.02 -0.08 0.236
H 2.1037 0.6951 7.1627 0.04 0.00 -0.06 0.234
H 1.0062 1.5425 5.1409 -0.07 0.11 -0.01 0.222
H 4.0843 -0.2800 2.7347 0.05 0.04 -0.01 0.214
H 5.1649 -1.1213 4.7769 -0.04 0.05 0.01 0.232
H -0.9101 2.0038 3.4981 -0.03 -0.02 0.01 0.207
H -2.1113 3.8545 4.5774 0.05 0.01 -0.03 0.236
H -1.1748 6.1468 4.5180 0.04 -0.06 -0.02 0.235
H 0.9627 6.5817 3.3531 -0.04 -0.05 -0.01 0.233
H 2.1628 4.7429 2.2386 0.01 0.01 0.01 0.214
H 3.9579 3.5715 2.8756 0.03 -0.01 0.02 0.224
H 6.2118 4.1730 2.0838 -0.02 -0.03 -0.03 0.236
H 7.1361 3.1184 0.0467 -0.06 -0.02 0.03 0.237
H 5.7948 1.4777 -1.2213 -0.01 0.02 0.02 0.228
H 3.5033 0.9221 -0.4858 -0.03 -0.01 -0.03 0.198
C 0.9492 5.2811 -1.2671 -0.17 -0.09 0.14 -0.412
N -0.1313 4.5181 -0.6190 0.05 -0.16 -0.06 -0.416
C -1.2424 5.1705 -0.1165 0.13 0.05 -0.05 0.095
C -2.2490 4.5389 0.5055 -0.06 -0.05 0.04 -0.368
C -2.1721 3.1034 0.7046 0.24 -0.12 0.11 0.651
O -3.0097 2.4271 1.3017 0.25 0.14 -0.17 -0.655
N -1.0347 2.5042 0.1726 -0.19 0.03 0.11 -0.788
C -0.0530 3.1616 -0.4762 0.12 0.02 -0.04 0.785
O 0.9101 2.4670 -0.9231 -0.40 0.27 0.18 -0.728
H 0.5239 5.9795 -1.9837 -0.05 0.00 -0.01 0.224
H 1.6056 4.5900 -1.7791 0.03 -0.11 -0.04 0.247
H 1.5242 5.8316 -0.5244 -0.03 -0.01 0.05 0.220
H -1.2451 6.2433 -0.2668 0.03 -0.05 0.00 0.236
H -3.1073 5.0762 0.8853 0.09 -0.03 -0.04 0.262
C -2.0297 2.7344 -3.0247 0.12 0.00 0.10 -0.961
Sb -1.4720 0.7406 -2.5665 -0.11 -0.03 -0.20 1.158
C -0.3771 0.3234 -4.3453 -0.04 -0.14 0.09 -0.979
C -3.3652 -0.1608 -2.9511 0.09 -0.06 -0.06 -0.979
H -2.5570 2.6965 -3.9757 -0.02 0.05 -0.02 0.252
H -1.1425 3.3589 -3.1254 -0.04 -0.02 0.00 0.241
H -2.6857 3.1398 -2.2567 0.00 0.00 0.00 0.245
H -0.8212 0.9025 -5.1533 0.03 -0.03 -0.02 0.257
H -0.4223 -0.7371 -4.5966 0.02 0.06 0.01 0.244
H 0.6593 0.6301 -4.2083 -0.01 0.01 -0.06 0.241
H -3.5668 -0.1006 -4.0222 -0.03 -0.01 0.11 0.257
H -4.1239 0.4047 -2.4088 -0.01 -0.06 -0.04 0.247
H -3.3882 -1.2051 -2.6383 -0.02 0.07 -0.04 0.237

=====

18
Properties=species:S:1:pos:R:3:forces:R:3:nbo_charge:R:1 method="wB97M-V/def2-TZVPD" gap_ev=7.953 e_homo_ev=-6.912 lumo_ev=1.04 largest_force_ha_per_bohr=0.034
C -0.2288 -0.7225 -0.0608 1.46 0.65 0.35 0.252
C -0.9994 0.5241 -0.0148 0.23 0.78 -0.01 0.139
N -0.5582 -1.8037 0.7916 -0.27 -0.44 0.31 -0.854
N 0.2676 -1.1934 -1.3197 -0.18 0.05 -0.19 -0.846
N -2.3839 0.6417 -0.0048 -0.04 -0.05 0.05 -0.824
N 2.3385 0.7270 -0.1508 0.20 -0.03 -0.05 -0.847
C -0.0224 1.4700 0.1348 -0.73 -0.24 -0.30 -0.350
C 1.1018 0.6398 0.5147 -0.72 -1.60 -0.21 -0.052
H -1.3851 -1.6896 1.3601 0.12 0.27 0.09 0.366
H -0.5884 -2.7168 0.3530 0.10 0.30 -0.23 0.379
H 1.2708 -1.3620 -1.2775 -0.02 0.11 0.05 0.371
H 0.1120 -0.4979 -2.0390 0.08 -0.03 0.09 0.373
H -2.9009 -0.2201 -0.0822 0.03 0.07 0.01 0.379
H -2.7817 1.2916 0.6566 0.04 -0.09 -0.10 0.383
H 3.1608 0.5511 0.4106 -0.15 0.10 -0.05 0.374
H 2.4527 1.5360 -0.7464 -0.04 -0.11 0.01 0.372
H -0.0345 2.5357 -0.0653 -0.11 0.08 0.13 0.195
H 1.1791 0.2891 1.5398 0.01 0.16 0.04 0.189

=====

109
Properties=species:S:1:pos:R:3:forces:R:3:mulliken_charge:R:1 method="wB97M-V/def2-TZVPD" gap_ev="6.584 / 6.011" charge=+1 e_homo_ev="-10.252 / -10.252" lumo_ev="-3.67 / -4.24" largest_force_ha_per_bohr=0.078 s2=30.01 multiplicity=11
Mn -0.8533 1.8847 -2.5563 -1.21 -2.39 0.90 0.732
Mn -4.0792 1.1105 -0.9751 1.29 -1.73 -0.17 0.937
N -2.9862 -0.3661 -3.6479 0.58 0.79 -0.93 0.412
O -1.8426 0.1804 -3.5651 1.17 0.97 0.15 -0.243
O -3.3288 -0.7756 -4.7337 -0.50 -0.39 0.80 -0.546
O -3.6716 -0.4133 -2.6060 -0.98 0.00 0.07 -0.413
N -1.1642 -0.2555 -0.1510 -0.15 -1.35 0.09 -0.220
O -0.4996 0.4388 -0.9528 1.36 0.91 -0.63 0.325
O -0.6291 -1.1433 0.5013 -0.28 0.85 -0.43 -0.508
O -2.3902 -0.0604 -0.0869 -0.62 0.01 0.71 0.628
O -2.5592 2.3306 -1.6072 0.11 1.40 -0.56 -0.581
H -2.7105 3.2692 -1.4289 -0.07 -0.15 0.00 0.098
C 0.6069 -0.7880 6.8248 -0.43 -0.71 0.07 -1.204
C 0.2462 -0.9744 5.3398 0.72 0.02 0.34 -0.420
N 1.2781 -0.3287 4.4958 -0.66 0.16 -0.05 0.084
C 0.9604 1.1073 4.5036 0.05 0.19 -0.40 0.129
C 2.1200 2.0140 4.1028 0.22 -0.06 0.29 -1.064
C 1.2071 -0.8288 3.1059 -0.30 -0.10 0.97 1.167
C 1.8047 -2.1957 2.9944 1.57 -0.59 0.25 -1.628
H 1.3851 -1.5301 7.0051 0.11 0.17 0.26 0.299
H -0.2398 -1.0568 7.4596 -0.04 -0.05 -0.02 0.372
H 0.9749 0.1664 7.1978 -0.07 0.21 -0.53 0.330
H 0.2178 -2.0594 5.2296 0.38 0.01 -0.43 0.378
H -0.7609 -0.6875 5.0144 -0.15 0.56 0.29 0.293
H 0.1033 1.2596 3.8353 -0.20 0.18 -0.06 -0.458
H 0.6217 1.4168 5.4914 0.06 -0.17 0.06 0.564
H 1.8866 3.0789 4.1511 -0.36 -0.04 0.12 0.488
H 2.9166 1.8591 4.8316 0.25 -0.10 -0.27 0.393
H 2.4839 1.8462 3.0876 0.15 -0.27 0.09 -0.171
H 1.7482 -0.1307 2.4674 -0.16 -0.03 -0.08 -0.511
H 0.1567 -0.9125 2.8010 -0.10 0.44 -0.23 0.043
H 1.8807 -2.5333 1.9603 -0.46 -0.18 0.01 0.173
H 1.3763 -2.9490 3.6552 -0.59 0.01 -0.40 0.394
H 2.8394 -2.1922 3.3518 0.12 0.35 -0.09 0.417
O -4.2928 2.1003 0.8347 -0.12 0.45 0.90 -0.535
S -3.8662 2.5596 2.1581 1.10 0.27 2.57 1.049
O -3.7579 1.6496 3.2909 -0.44 0.83 -2.29 -0.613
O -2.4381 3.3114 2.0129 -2.21 0.14 -0.05 -0.356
C -1.2792 2.5660 1.6558 1.73 0.29 -0.13 0.994
C -0.0554 3.5069 1.8423 -0.76 -1.01 0.11 -0.945
C -4.8784 3.9724 2.7090 0.64 -0.85 -0.12 -1.115
H -1.3269 2.2805 0.6040 -0.23 -0.06 0.07 -0.384
H -1.1692 1.6723 2.2698 -0.21 0.03 0.06 0.076
H -0.1669 4.3873 1.2120 0.23 -0.04 -0.08 0.494
H 0.8088 2.8909 1.5905 0.12 0.29 -0.34 -0.168
H 0.1180 3.8105 2.8733 -0.39 0.03 0.04 0.367
H -4.2898 4.4341 3.5002 0.17 0.21 -0.29 0.391
H -5.7535 3.5677 3.2154 -0.09 -0.25 -0.40 0.395
H -5.1242 4.6250 1.8761 0.08 0.02 0.10 0.347
O -0.7952 -4.5121 -4.2287 0.75 1.05 0.77 -0.668
S -0.3728 -3.4031 -3.4113 -0.17 0.58 -0.22 0.991
O -1.2725 -2.8404 -2.4324 0.27 -0.24 -0.32 -0.453
O 0.9852 -3.8309 -2.6633 -0.70 0.46 -0.37 -0.442
C 1.5642 -2.8553 -1.7329 -0.22 0.14 -0.17 1.001
C 3.0017 -3.2214 -1.5620 0.74 0.29 0.11 -1.376
C 0.2024 -2.0112 -4.4574 0.78 -0.84 -0.15 -0.598
H 1.0287 -2.8273 -0.7849 -0.27 -0.35 -0.16 0.045
H 1.4934 -1.8543 -2.1608 -0.14 0.00 -0.01 -0.175
H 3.6110 -2.8433 -2.3845 -0.09 -0.29 -0.22 0.159
H 3.1497 -4.2945 -1.4552 -0.03 0.04 0.06 0.418
H 3.4015 -2.7098 -0.6842 -0.09 -0.16 0.17 0.303
H 0.5574 -1.1657 -3.8748 -0.53 -0.12 0.31 -0.281
H -0.5282 -1.7070 -5.2035 -0.37 -0.19 0.36 0.520
H 1.0886 -2.3659 -4.9875 -0.11 -0.30 -0.07 0.388
O -5.0179 -0.6072 -0.1568 -0.81 0.31 0.56 -0.494
S -5.1737 -1.9114 0.4674 0.63 -2.89 -1.69 0.807
O -5.3504 -2.0707 1.8823 -0.07 0.63 -0.95 -0.612
O -6.4001 -2.6601 -0.3579 1.87 1.73 0.70 -0.188
C -7.5991 -2.9351 0.3474 -1.06 -1.53 0.30 -0.124
C -8.6442 -3.3402 -0.6746 0.09 0.95 -0.96 -1.284
C -3.8005 -2.9663 -0.2173 -0.66 0.48 0.71 -0.684
H -7.9636 -2.1146 0.9651 0.27 0.17 -0.12 0.340
H -7.4277 -3.8063 0.9843 0.15 0.22 0.28 0.276
H -8.8572 -2.4848 -1.3224 -0.40 0.25 0.36 0.324
H -9.5521 -3.6849 -0.1844 0.03 -0.02 -0.07 0.376
H -8.3096 -4.0410 -1.4404 0.27 -0.56 0.63 0.329
H -2.9239 -2.9301 0.4284 -0.14 0.46 0.12 0.176
H -3.5517 -2.5946 -1.2086 -0.15 0.02 0.02 0.120
H -4.1458 -3.9979 -0.2317 -0.27 0.14 -0.08 0.586
O 7.1096 1.3073 2.2835 -0.97 0.45 -0.94 -0.613
S 6.3692 1.9960 1.2574 -0.40 -0.07 0.96 1.143
O 6.9507 2.2363 -0.0238 -0.06 0.07 -0.16 -0.616
O 4.9540 1.2076 1.0357 1.43 -0.23 0.46 -0.221
C 4.2580 1.4158 -0.1817 -1.23 0.79 -0.03 -0.688
C 2.8489 0.8688 0.0042 0.38 0.28 0.06 1.924
C 5.7171 3.5257 1.9653 0.35 -0.71 -0.31 -0.849
H 4.7243 1.0239 -1.0855 0.44 -0.30 0.38 0.347
H 4.1387 2.4932 -0.3328 0.23 0.08 -0.18 0.318
H 2.3516 1.0138 -0.9551 -0.30 -0.44 0.10 -0.583
H 2.3075 1.4443 0.7568 0.06 0.10 -0.05 -1.294
H 2.8384 -0.1592 0.3650 0.00 -0.14 -0.43 0.096
H 5.0136 3.9873 1.2752 0.03 -0.10 -0.03 0.292
H 6.5630 4.1892 2.1330 -0.02 -0.06 0.10 0.406
H 5.2329 3.2178 2.8897 0.04 0.19 0.03 0.235
O 0.9837 1.2192 -3.2551 0.50 0.33 0.28 0.187
S 2.0798 1.5262 -4.1638 2.53 -0.31 -3.10 0.771
O 3.0695 2.5506 -3.8891 -1.80 -1.22 0.18 -0.565
O 2.8586 0.1112 -4.4149 -2.31 1.45 0.73 0.132
C 3.9085 0.0573 -5.4132 1.66 0.32 0.68 -0.333
C 4.5517 -1.2835 -5.1871 0.30 -0.41 0.03 -1.173
C 1.2983 1.7936 -5.8032 -0.08 0.09 0.80 -1.057
H 4.6348 0.8209 -5.1287 -0.10 0.20 -0.28 0.325
H 3.5884 0.2229 -6.4404 -0.47 -0.09 0.16 0.277
H 4.8786 -1.3618 -4.1499 -0.43 -0.09 0.13 0.252
H 5.4927 -1.4181 -5.7216 -0.24 0.24 -0.49 0.434
H 3.8657 -2.0847 -5.4592 0.13 -0.13 0.17 0.300
H 1.9284 1.4961 -6.6371 0.28 0.00 0.30 0.392
H 1.0734 2.8549 -5.9035 0.02 0.00 0.15 0.418
H 0.3849 1.1993 -5.8201 0.02 -0.02 0.10 0.281

=====

59
Properties=species:S:1:pos:R:3:forces:R:3:nbo_charge:R:1 method="wB97M-V/def2-TZVPD" gap_ev=7.387 charge=+1 e_homo_ev=-11.535 lumo_ev=-4.15 largest_force_ha_per_bohr=0.024
Au -0.0188 -1.2783 -0.0241 0.17 0.29 0.31 1.112
S 3.8245 -2.4895 1.7933 0.03 -0.10 0.00 0.517
C 4.2046 -1.8927 0.2438 0.00 -0.09 -0.06 -0.384
C 3.1011 -1.5027 -0.4554 -0.04 -0.17 0.02 -0.288
C 1.9098 -1.6735 0.2931 0.18 0.49 0.05 -0.192
C 2.1561 -2.2359 1.5231 -0.12 0.11 0.07 -0.338
C 1.0770 -2.6432 2.4070 0.09 -0.03 -0.06 0.206
C 1.2245 -3.1216 3.7009 -0.06 0.00 0.10 -0.224
C 0.0994 -3.5237 4.3980 0.04 0.00 -0.01 -0.116
C -1.1473 -3.4464 3.7923 -0.02 0.00 -0.01 -0.253
C -1.2194 -2.9492 2.5064 -0.05 0.08 0.08 0.064
N -0.1381 -2.5556 1.8353 -0.07 -0.35 -0.27 -0.516
H 5.2298 -1.8807 -0.0872 0.03 0.02 -0.01 0.258
H 3.1515 -1.1559 -1.4704 0.00 0.08 -0.03 0.237
H 2.2046 -3.1723 4.1542 0.03 0.01 -0.02 0.240
H 0.1935 -3.8965 5.4088 0.00 -0.02 0.00 0.240
H -2.0435 -3.7701 4.3002 -0.01 0.01 0.00 0.243
H -2.1660 -2.8597 1.9903 -0.02 0.00 0.00 0.207
C -3.1965 -1.8748 -0.4483 -0.02 0.01 0.04 -0.236
O -2.0829 -0.9810 -0.4056 -0.02 -0.14 0.03 -0.944
Si -2.0078 0.7115 -0.3789 0.06 0.77 -0.41 1.998
C -3.1966 1.3761 -1.6340 -0.07 -0.01 0.01 -1.194
C -2.5872 1.2826 1.2877 0.04 -0.06 0.06 -1.188
C -0.1508 0.8242 -0.7747 0.15 -1.20 0.34 -1.610
Si 0.2472 0.8579 -2.6381 -0.11 0.32 0.10 1.713
C -0.5107 2.3900 -3.4103 -0.01 -0.05 -0.02 -1.128
C 2.0677 0.9915 -3.0245 -0.05 -0.03 0.00 -1.120
C -0.4554 -0.6661 -3.4599 0.05 -0.10 -0.07 -1.132
Si 0.8688 1.8821 0.4551 -0.26 0.10 -0.20 1.723
C 0.5063 1.4162 2.2432 0.03 -0.07 0.00 -1.133
C 2.7163 1.8375 0.2201 -0.03 0.16 -0.05 -1.137
C 0.2885 3.6405 0.1572 0.00 -0.01 0.12 -1.128
H -3.7343 -1.7243 -1.3824 -0.04 -0.02 -0.01 0.207
H -3.8593 -1.6913 0.3974 -0.03 -0.01 0.01 0.192
H -2.8186 -2.8937 -0.4097 -0.03 -0.02 -0.02 0.202
H -4.2202 1.2175 -1.2852 -0.01 -0.01 0.00 0.256
H -3.0950 0.9253 -2.6195 0.01 -0.01 -0.04 0.253
H -3.0609 2.4538 -1.7413 -0.03 0.03 0.01 0.266
H -3.6749 1.1934 1.3308 -0.02 -0.02 0.02 0.255
H -2.3438 2.3328 1.4550 -0.02 0.02 -0.01 0.262
H -2.1572 0.7109 2.1089 -0.01 -0.02 0.03 0.251
H -0.1832 3.3002 -2.9079 0.03 0.04 0.02 0.240
H -1.5966 2.3889 -3.4238 -0.04 0.01 -0.04 0.237
H -0.1736 2.4543 -4.4477 0.03 0.00 -0.01 0.252
H 2.4483 1.9926 -2.8272 -0.02 0.08 0.01 0.247
H 2.1865 0.8002 -4.0937 0.04 0.00 -0.01 0.252
H 2.6962 0.2949 -2.4855 0.08 -0.05 -0.01 0.224
H -1.5450 -0.7034 -3.4538 -0.05 0.04 0.02 0.235
H -0.0940 -1.5854 -2.9963 0.06 -0.05 0.03 0.234
H -0.1294 -0.6854 -4.5024 -0.06 0.00 -0.04 0.255
H 0.2496 0.3641 2.3864 0.04 -0.02 0.00 0.222
H -0.3045 2.0105 2.6620 0.00 0.04 0.02 0.244
H 1.3998 1.6126 2.8389 0.00 0.01 0.02 0.253
H 3.1013 0.8503 0.0079 0.10 -0.19 0.01 0.245
H 3.1796 2.1809 1.1479 0.01 0.03 0.00 0.250
H 3.0441 2.5046 -0.5756 -0.01 0.04 -0.06 0.246
H -0.7867 3.7625 0.3027 -0.02 0.01 -0.01 0.230
H 0.5322 3.9845 -0.8473 0.03 0.01 -0.05 0.241
H 0.7897 4.3078 0.8627 -0.01 0.03 0.00 0.254